(1)
100
Properties=species:S:1:pos:R:3:forces:R:3 method="wB97M-V/def2-TZVPD" de_lowest_kcal_mol=0.00 charge=-1 largest_force_ha_per_bohr=0.0210 e_homo_ev=-5.09
Y -0.37443 0.90965 0.14579 0.135 -0.729 0.008
Se 2.69415 0.15977 0.11777 -0.034 -0.172 0.029
Se -4.98295 -1.49157 -0.34419 0.603 0.465 0.107
S -0.73844 -2.56882 -0.73724 0.143 0.094 0.027
O -0.38009 -1.49708 0.25769 -0.043 0.057 0.069
O 0.47908 0.74988 -1.88340 -0.074 -0.105 0.311
O 0.54247 0.97271 2.12568 -0.063 -0.027 -0.089
N -2.64978 0.33898 -0.04629 0.181 0.202 0.051
C 5.22732 3.55350 -3.27020 0.031 -0.026 0.019
C 6.45302 3.55615 2.04984 -0.002 0.012 0.000
C 0.15161 4.31857 -0.06696 0.077 0.561 -0.029
C -0.40490 3.24404 0.03234 -0.270 -0.210 -0.072
C 3.97888 2.76774 -2.88023 -0.027 0.033 -0.067
C 2.78729 1.44765 1.53724 0.000 0.204 0.126
C 0.51443 1.70935 5.32644 -0.087 -0.098 -0.029
C -0.79742 3.00892 3.63963 0.025 0.057 -0.024
C -0.21700 -4.07659 0.08408 -0.013 0.030 -0.116
C 4.06276 3.09449 2.74931 -0.020 0.014 -0.005
C 2.74814 1.27520 -1.44198 -0.059 0.175 -0.178
C 1.60215 2.29860 -3.32170 0.093 -0.081 0.111
C -0.01194 6.60439 -0.97226 -0.023 -0.006 -0.009
C 5.30949 3.94008 2.98741 0.032 0.004 -0.006
C 0.56492 2.88049 4.33804 -0.013 0.020 0.049
C 5.79775 3.76749 4.43102 0.007 0.020 -0.005
C 3.96882 2.14680 1.75037 0.093 0.017 -0.025
C 3.92274 1.92985 -1.78433 0.107 -0.056 0.063
C 0.54648 -2.46174 -1.98194 0.024 -0.126 0.028
C 1.73180 2.62660 3.38010 0.086 -0.094 -0.121
C 0.99014 6.16829 1.29053 0.047 -0.039 -0.036
C 0.32908 4.07970 -4.57400 0.028 -0.019 -0.025
C -0.97248 2.22276 -3.66464 -0.051 0.001 0.024
C -3.57048 -0.36397 -0.15251 -0.835 -0.661 -0.175
C 0.76210 4.17762 5.13190 0.060 -0.003 0.088
C 2.20066 5.43291 -0.76873 -0.017 0.004 -0.004
C 2.80423 2.91977 -3.61883 0.059 -0.017 0.060
C 4.94590 5.05110 -3.09920 0.047 0.029 -0.005
C 1.57260 1.40978 -2.21084 -0.178 0.172 -0.040
C 0.60872 1.79005 -5.53884 -0.026 -0.018 -0.065
C 6.42948 3.18980 -2.39942 0.007 0.014 0.011
C 5.59854 3.27076 -4.73029 0.001 -0.007 -0.019
C 0.81607 5.62527 -0.13695 0.200 -0.043 0.134
C 0.40252 2.57877 -4.24006 0.001 0.060 -0.027
C 2.93064 3.29290 3.54773 0.050 0.104 -0.111
C 4.96996 5.41707 2.74329 0.031 -0.012 0.024
C 1.64885 1.65213 2.34061 -0.146 0.031 0.041
H 5.84521 6.04539 2.92078 0.061 0.046 0.010
H 2.83682 3.57540 -4.47797 -0.004 0.044 -0.048
H 7.32476 4.17936 2.25666 0.024 0.033 0.015
H -0.30752 1.84300 6.03327 -0.045 0.010 0.052
H -1.53220 3.34460 4.37538 -0.050 0.004 0.005
H 6.17892 3.70498 1.00589 -0.030 0.017 -0.071
H 2.12229 4.97393 -1.75506 -0.027 0.006 -0.031
H 6.25200 3.42640 -1.35055 -0.024 0.020 0.056
H 1.57402 5.46416 1.88824 -0.006 0.007 -0.006
H 4.10585 5.36988 -3.71575 -0.049 0.009 -0.043
H 0.65312 0.71862 -5.33831 0.000 -0.041 0.040
H 0.22010 4.66476 -3.66072 0.003 0.016 0.059
H -0.12893 4.36949 5.73080 -0.039 -0.012 0.016
H -0.21854 1.97071 -6.22939 -0.036 0.012 -0.033
H 0.79896 -3.95375 0.45146 0.060 0.087 -0.004
H -1.10411 1.15553 -3.52224 0.003 -0.034 -0.022
H 2.71128 6.39520 -0.86391 0.037 0.040 -0.001
H 1.53842 2.07781 -6.03317 0.036 0.015 -0.008
H -0.76699 3.73344 2.82503 0.038 0.002 -0.033
H -0.16307 6.22351 -1.98303 0.017 -0.009 0.005
H 6.51016 3.80656 -5.00280 0.042 0.038 -0.007
H 4.63645 5.57284 1.71709 -0.022 -0.016 -0.070
H 5.05170 4.10728 5.14743 -0.056 0.016 0.050
H 6.67224 2.12893 -2.46854 -0.001 -0.059 -0.027
H -1.12847 2.06222 3.23004 -0.023 -0.037 -0.009
H 0.35473 0.77325 4.79153 -0.002 -0.030 -0.027
H 0.39417 -3.25036 -2.71625 -0.017 -0.040 -0.061
H -0.28150 -4.90887 -0.61197 -0.026 -0.064 -0.087
H 1.44688 1.63052 5.88829 0.037 0.026 0.017
H 0.02257 6.30275 1.77365 -0.060 0.007 0.015
H 2.80519 4.77014 -0.14707 0.039 -0.047 0.022
H 1.51002 7.12952 1.27354 0.026 0.050 -0.010
H -0.89949 -4.23953 0.91286 -0.064 0.029 0.044
H 6.01260 2.72067 4.64615 0.016 -0.061 -0.018
H 4.81212 3.58564 -5.41439 -0.061 0.017 -0.036
H 4.81398 1.93567 1.11005 0.001 -0.012 -0.012
H 1.19969 4.44930 -5.11378 0.046 -0.003 -0.025
H -0.54242 4.26989 -5.20270 -0.041 -0.008 -0.019
H 4.69599 5.27992 -2.06322 0.009 -0.008 0.042
H 5.76722 2.20497 -4.88613 0.018 -0.059 0.009
H 4.17229 5.75507 3.40342 -0.055 0.017 0.047
H 0.44781 -1.47526 -2.43575 -0.042 0.030 0.010
H 3.00342 4.03467 4.33034 -0.022 0.020 0.028
H 6.74820 2.51460 2.17645 0.009 -0.073 0.029
H 0.91156 5.03148 4.46893 -0.015 0.034 -0.035
H 6.70824 4.34736 4.59651 0.043 0.038 0.012
H 4.79787 1.76873 -1.17142 0.017 -0.016 0.034
H -1.14289 2.71596 -2.70706 0.018 0.010 0.021
H 1.60438 4.12632 5.82403 0.054 -0.020 -0.005
H 5.81938 5.64182 -3.38378 0.060 0.033 -0.022
H 7.30489 3.75643 -2.72220 0.014 0.029 -0.020
H -0.99204 6.75636 -0.52009 -0.035 0.007 0.005
H 0.49893 7.56788 -1.03571 0.014 0.052 -0.004
H -1.72988 2.57436 -4.36961 -0.051 0.009 -0.017
H 1.52624 -2.54181 -1.51160 -0.023 -0.015 0.067

***

(2)
106
Properties=species:S:1:pos:R:3:forces:R:3 method="wB97M-V/def2-TZVPD" de_lowest_kcal_mol=31.94 spin_multiplicity=5 charge=+3 largest_force_ha_per_bohr=0.0530 e_homo_ev="-15.12 / -15.03"
I -0.40916 -4.26055 -3.85935 0.361 -0.765 0.260
Pd -0.40466 -0.05898 -1.56374 0.108 1.698 2.128
Br -2.26346 -6.92051 -2.49650 0.846 -0.041 0.025
S 0.26425 -1.37505 2.55927 -0.035 -0.133 -0.042
N -0.40988 2.08037 -1.37871 0.086 -0.633 -1.139
N 1.09891 0.22518 0.00811 -0.019 -0.647 -0.891
N -1.81797 0.20785 0.06361 0.088 -0.551 -0.871
N 2.30479 -3.15309 2.70622 0.072 -0.468 -0.101
N 0.53185 -3.95227 1.73603 0.443 -0.265 0.173
N 0.95609 1.17297 0.96581 0.068 0.007 0.349
N -0.49316 2.80304 -0.24430 -0.007 -0.034 0.438
N -1.57843 0.98394 1.13983 0.126 0.046 0.297
C -0.38868 -6.99007 -2.44708 -1.021 -0.345 0.159
C 1.92788 -1.50697 -2.13311 0.076 -0.047 0.218
C -0.43012 2.87633 -2.44540 0.016 -0.030 0.293
C -0.55983 4.11114 -0.58985 -0.046 0.120 -0.673
C -4.97632 -0.98882 -1.06659 0.028 -0.129 -0.018
C -3.43043 -0.17629 1.50971 0.127 0.075 -0.053
C 0.42658 -5.95540 -3.00184 -0.301 1.093 -0.568
C -2.93253 -0.49168 0.24486 0.053 0.073 0.344
C 2.39513 -7.19604 -2.43040 0.110 0.427 -0.267
C -1.60272 2.66469 -4.63225 0.059 -0.147 0.009
C 2.59829 -4.42834 2.34443 0.197 0.177 0.150
C 1.64999 2.13914 3.97440 0.105 -0.033 -0.075
C 2.49968 2.27735 2.70908 -0.222 0.316 0.062
C 1.81776 -6.08043 -2.99158 0.286 -0.168 0.003
C 1.48560 -4.92857 1.73124 -0.264 0.006 -0.126
C -0.67054 5.35433 0.24511 0.022 0.411 0.032
C -3.51338 -1.37688 -0.81964 0.007 0.185 -0.046
C 2.92857 -1.15213 -1.03098 -0.112 0.185 -0.142
C -1.71359 0.61761 4.38444 -0.171 0.089 -0.119
C 3.05367 0.47158 1.00456 -0.116 -0.083 -0.027
C 0.61316 6.19560 0.12103 -0.046 -0.197 0.126
C -2.55888 0.76396 2.05104 -0.480 -0.379 -0.140
C -0.52170 4.18409 -1.98654 -0.041 -0.162 0.198
C 0.21454 -8.10280 -1.86769 0.126 -0.176 0.098
C -0.35240 2.30230 -3.82906 -0.034 0.245 0.000
C -2.72921 -1.27794 -2.12931 -0.181 -0.119 0.033
C -0.82256 -4.06999 1.22076 -0.317 -0.042 -0.219
C -2.70214 2.81521 3.61053 -0.087 -0.104 0.010
C 4.18759 -0.55027 -1.66729 0.005 -0.118 0.076
C -2.72298 1.29773 3.44601 0.366 0.045 0.219
C 2.13639 1.33286 1.60037 0.491 -0.300 -0.151
C 2.36883 -0.19179 -0.01425 -0.013 0.202 0.342
C 1.03675 -2.84550 2.33933 -0.234 0.600 0.079
C 0.92542 2.76778 -4.52968 -0.043 -0.143 -0.002
C 2.54542 3.72171 2.19762 0.035 -0.176 0.048
C -1.11557 5.20337 1.69025 0.077 -0.049 -0.035
C 1.59138 -8.20419 -1.85230 -0.450 -0.234 0.055
B -0.37809 1.97751 1.08682 -0.097 0.242 -0.465
H -1.83970 -0.46692 4.36318 -0.002 -0.018 0.049
H 1.55678 4.04781 1.87874 0.046 -0.008 0.038
H 3.54917 -4.88997 2.54953 -0.012 -0.013 0.021
H -0.57816 5.08307 -2.57658 0.014 0.031 0.022
H -1.57093 2.20301 -5.61909 -0.007 0.026 -0.015
H -1.39074 6.17921 2.08789 -0.017 0.021 -0.029
H -0.35612 2.67239 2.03334 0.022 -0.042 0.074
H 1.01598 2.29702 -5.50870 0.016 0.027 -0.012
H -3.33425 3.29031 2.86061 0.024 0.064 0.036
H -0.69288 0.86367 4.08808 -0.034 0.029 0.084
H 2.91031 -2.52703 3.22155 -0.056 0.098 -0.064
H -0.87031 -3.71595 0.18926 0.060 0.032 0.049
H -3.20116 -1.88942 -2.89852 0.092 -0.009 -0.056
H -1.98139 4.54913 1.76494 0.027 0.053 0.025
H 1.46482 5.66077 0.54262 0.024 0.111 -0.017
H -5.56250 -1.09502 -0.15605 -0.023 0.033 0.000
H -5.42136 -1.63020 -1.82745 -0.011 0.005 -0.004
H 2.39125 -2.17525 -2.85910 -0.046 0.002 -0.049
H 0.84080 6.43157 -0.91668 -0.006 -0.007 -0.021
H 2.16341 2.61875 4.80665 -0.023 0.020 0.016
H 4.61512 -1.24406 -2.39148 0.023 0.018 -0.009
H -1.66319 3.74432 -4.76686 -0.026 0.012 0.002
H 1.05031 -2.03253 -1.72250 -0.009 0.055 -0.089
H -1.87419 0.95975 5.40617 0.081 -0.016 0.030
H -2.73998 -0.24353 -2.49674 0.092 -0.026 -0.039
H -1.69201 -1.67084 -2.01159 -0.178 -0.150 -0.124
H 4.94629 -0.33815 -0.91661 0.015 0.026 -0.019
H -0.31734 4.81532 2.32489 -0.074 -0.017 0.018
H 0.90216 3.84739 -4.67634 0.014 0.015 0.009
H 0.48462 7.13184 0.66258 0.037 0.009 0.014
H 2.89483 4.38181 2.99075 -0.035 0.050 -0.009
H -1.49671 -3.47108 1.82747 0.051 0.023 0.016
H 1.31023 -5.90369 1.31186 -0.020 -0.016 0.044
H 4.09158 0.36990 1.27504 0.018 0.049 -0.016
H -1.13345 -5.11153 1.25973 0.083 0.001 0.059
H 2.05317 -9.08044 -1.41489 0.025 0.009 -0.020
H -3.10249 3.06664 4.59219 -0.002 0.019 0.004
H -0.40245 -8.88977 -1.45527 0.013 0.006 -0.006
H -2.50719 2.33322 -4.12004 -0.036 0.040 -0.026
H 3.47144 -7.30650 -2.45337 0.001 -0.032 0.042
H 3.94764 0.38199 -2.17978 -0.002 0.018 0.001
H -1.44490 5.93919 -0.26366 -0.055 -0.125 0.028
H -3.49142 -2.41474 -0.46916 0.027 0.004 -0.008
H 0.67474 2.61240 3.86749 0.019 -0.014 0.001
H 3.52245 2.00555 2.98010 -0.014 -0.089 -0.053
H 1.64734 -0.59766 -2.69369 -0.059 -0.084 0.004
H 3.21352 -2.07771 -0.51593 -0.020 0.009 -0.006
H 2.43161 -5.31964 -3.45329 -0.014 0.011 0.021
H 3.23161 3.80689 1.35448 -0.023 0.060 -0.024
H -0.31258 1.19836 -3.72783 0.007 0.085 -0.007
H 1.50704 1.08690 4.22807 -0.015 0.027 0.079
H 1.80953 2.52431 -3.93831 0.026 0.025 -0.023
H -3.71665 0.96054 3.74767 -0.010 -0.020 -0.075
H -4.32047 -0.55783 1.98111 -0.029 0.047 0.000
H -5.04702 0.04656 -1.40100 -0.002 0.017 0.010
H -1.69631 3.22674 3.55150 -0.041 -0.022 -0.033